# 1
{
  "formula": "C20H27N7ORuS",
  "method": "ωB97M-V/def2-TZVPD",
  "total_charge": 1,
  "homo_ev": [-8.570, -9.016],
  "relative_energy_kcal_mol": 161.5,
  "homo_lumo_gap_ev": [3.8, 3.9],
  "multiplicity": 2,
  "max_force_ev_per_a": 2.12,
  "elements": ["Ru", "N", "C", "S", "N", "N", "C", "C", "C", "C", "C", "C", "C", "O", "H", "H", "H", "H", "H", "H", "H", "C", "N", "C", "C", "C", "N", "C", "C", "H", "H", "H", "H", "H", "H", "H", "H", "H", "H", "H", "H", "H", "H", "H", "H", "N", "C", "C", "C", "C", "C", "N", "C", "H", "H", "H", "H"],
  "coordinates": [[0.51657, -0.35181, -0.24881], [1.31385, 0.89907, 3.64630], [0.73653, 0.86774, 2.41961], [1.75768, 1.17002, 1.01018], [-0.50546, 0.50999, 2.30137], [-0.87712, 0.66546, 0.91067], [-1.68877, 1.65797, 0.83294], [-2.35248, 2.31411, -0.28648], [-3.40313, 3.19268, 0.03900], [-4.08304, 3.88704, -0.94629], [-3.72895, 3.74392, -2.28230], [-2.68068, 2.89535, -2.64093], [-2.05633, 2.23238, -1.62371], [-0.95311, -0.35322, -2.08287], [2.23039, 1.30415, 3.72438], [0.70636, 0.98110, 4.44645], [-1.98286, 2.05691, 1.80087], [-3.67960, 3.32093, 1.07931], [-4.89032, 4.55165, -0.67136], [-4.25990, 4.29615, -3.04718], [-2.38330, 2.77774, -3.67618], [2.89700, -1.40362, -2.20331], [1.56197, -1.89330, -1.75676], [1.74702, -3.21332, -1.10790], [0.70862, -2.19400, -2.93234], [0.35896, -1.07250, -3.88770], [-0.34245, 0.07760, -3.30874], [0.56733, 1.14502, -2.91732], [-2.31760, -0.72606, -2.29066], [3.67553, -1.84434, -1.58454], [2.96958, -0.32251, -2.12116], [3.09703, -1.68949, -3.23984], [2.09320, -3.95022, -1.83941], [0.80121, -3.55753, -0.69114], [2.48630, -3.15491, -0.31745], [-0.20336, -2.65723, -2.55606], [1.21840, -2.95630, -3.53432], [-0.26985, -1.52075, -4.66060], [1.24502, -0.69426, -4.39821], [0.01776, 2.04246, -2.65584], [1.23563, 1.36439, -3.74756], [1.18849, 0.83287, -2.05859], [-2.83689, 0.05379, -2.84096], [-2.75142, -0.84620, -1.29971], [-2.37252, -1.66938, -2.83814], [5.14036, -3.12166, 3.16827], [4.02939, -2.97113, 2.92061], [2.64254, -2.79104, 2.59591], [1.64856, -3.55421, 3.19461], [0.33563, -3.32077, 2.82215], [0.06699, -2.35175, 1.87693], [1.02941, -1.62692, 1.28604], [2.29336, -1.83531, 1.64960], [1.90291, -4.30320, 3.93180], [-0.48089, -3.87487, 3.26154], [-0.94631, -2.11611, 1.58378], [3.04155, -1.21016, 1.18299]]
}


# 2
{
  "formula": "C20H27NO2",
  "method": "ωB97M-V/def2-TZVPD",
  "total_charge": 0,
  "smiles": "CC(C)=CCCC1=CC[C@@H](C(=O)N(C)O)[C@H](c2ccccc2)C1",
  "homo_ev": -8.672,
  "relative_energy_kcal_mol": 79.8,
  "homo_lumo_gap_ev": 9.4,
  "max_force_ev_per_a": 3.18,
  "elements": ["C", "C", "C", "C", "C", "C", "C", "C", "C", "C", "C", "O", "N", "C", "O", "C", "C", "C", "C", "C", "C", "C", "C", "H", "H", "H", "H", "H", "H", "H", "H", "H", "H", "H", "H", "H", "H", "H", "H", "H", "H", "H", "H", "H", "H", "H", "H", "H", "H", "H"],
  "coordinates": [[1.00135, -1.76694, -3.65692], [1.98573, -2.22065, -2.65187], [2.54722, -3.62748, -2.72572], [2.36341, -1.37054, -1.65132], [3.34748, -1.60576, -0.48411], [2.55170, -2.11438, 0.71372], [1.48413, -1.15257, 1.21702], [0.32467, -1.72627, 1.66216], [-0.87915, -0.95040, 2.11480], [-0.77967, 0.51742, 1.64463], [-1.92102, 1.30690, 2.21729], [-2.32843, 1.05253, 3.34473], [-2.54246, 2.33207, 1.48148], [-3.76397, 2.88600, 1.96959], [-2.03896, 2.81691, 0.20417], [0.56942, 1.06819, 2.04765], [0.71119, 2.57733, 1.93960], [0.76432, 3.38516, 3.08257], [0.88883, 4.79038, 2.95480], [0.91673, 5.38666, 1.67127], [0.81673, 4.55773, 0.54844], [0.79200, 3.19156, 0.68204], [1.69100, 0.37694, 1.26358], [0.11550, -2.42182, -3.67985], [0.68272, -0.70284, -3.49869], [1.48790, -1.81698, -4.61373], [3.22396, -3.90846, -1.89418], [3.10896, -3.78063, -3.68413], [1.73799, -4.37458, -2.75053], [1.83461, -0.44191, -1.60208], [3.83200, -0.65935, -0.18291], [4.12407, -2.30443, -0.76508], [2.10195, -3.07541, 0.44553], [3.18762, -2.34837, 1.54698], [0.22824, -2.79583, 1.56224], [-0.88268, -0.98632, 3.20302], [-1.78910, -1.40231, 1.74864], [-0.91388, 0.52624, 0.56118], [-4.25375, 3.47448, 1.18804], [-3.56757, 3.51052, 2.87937], [-4.43921, 2.09334, 2.25950], [-1.36333, 3.53776, 0.29799], [0.70070, 0.84643, 3.11644], [0.76956, 2.96705, 4.06104], [0.90638, 5.37086, 3.86487], [1.04840, 6.46118, 1.54613], [0.88324, 5.00800, -0.43273], [0.82910, 2.65429, -0.24332], [2.65808, 0.59979, 1.72164], [1.70512, 0.71736, 0.21387]]
}


# 3
{
  "formula": "C20H27NO3",
  "method": "ωB97M-V/def2-TZVPD",
  "total_charge": 0,
  "smiles": "CCOc1cccc(OCCOCCN(C)Cc2ccccc2)c1",
  "homo_ev": -8.282,
  "relative_energy_kcal_mol": 26.2,
  "homo_lumo_gap_ev": 9.1,
  "max_force_ev_per_a": 0.66,
  "elements": ["C", "C", "O", "C", "C", "C", "C", "C", "O", "C", "C", "O", "C", "C", "N", "C", "C", "C", "C", "C", "C", "C", "C", "C", "H", "H", "H", "H", "H", "H", "H", "H", "H", "H", "H", "H", "H", "H", "H", "H", "H", "H", "H", "H", "H", "H", "H", "H", "H", "H", "H"],
  "coordinates": [[0.38952, -3.12720, 4.32158], [-0.17628, -2.23685, 3.22661], [-1.09416, -1.34554, 3.83005], [-1.74487, -0.44315, 3.05399], [-2.63681, 0.40518, 3.71728], [-3.33955, 1.35083, 3.00623], [-3.17579, 1.49226, 1.63548], [-2.28895, 0.65599, 0.97362], [-2.02705, 0.67219, -0.36722], [-2.53622, 1.70661, -1.17842], [-1.84114, 3.06519, -0.97370], [-0.48364, 3.03764, -1.34242], [0.42028, 2.78472, -0.28107], [1.79142, 2.41607, -0.87521], [2.00749, 1.01590, -1.16369], [2.18924, 0.20120, 0.01743], [1.00893, 0.44996, -2.05994], [1.50910, -0.82098, -2.69057], [0.69899, -1.94489, -2.77233], [1.16281, -3.10498, -3.36922], [2.44606, -3.15487, -3.88468], [3.26308, -2.03890, -3.80194], [2.79638, -0.87930, -3.21141], [-1.57795, -0.31312, 1.68463], [1.10246, -3.82772, 3.89643], [-0.41328, -3.67990, 4.80163], [0.88822, -2.52019, 5.07211], [-0.68580, -2.84581, 2.46726], [0.63291, -1.67432, 2.73992], [-2.75716, 0.29626, 4.78256], [-4.03148, 2.00024, 3.52135], [-3.74462, 2.24135, 1.10857], [-2.34138, 1.36905, -2.19970], [-3.61837, 1.82197, -1.04123], [-1.94941, 3.40101, 0.06505], [-2.32908, 3.79056, -1.63308], [0.51107, 3.68992, 0.33994], [0.05911, 1.97268, 0.35903], [1.90166, 2.97581, -1.80828], [2.57551, 2.73535, -0.18454], [1.29183, 0.14050, 0.65266], [2.45465, -0.80804, -0.29602], [3.00703, 0.60815, 0.61155], [0.81976, 1.18839, -2.84503], [0.05563, 0.25379, -1.54656], [-0.30316, -1.91052, -2.36726], [0.52183, -3.97303, -3.42885], [2.80928, -4.06056, -4.34835], [4.26622, -2.07437, -4.20217], [3.42661, -0.00624, -3.13619], [-0.91093, -0.94828, 1.12415]]
}


# 4
{
  "formula": "C20H28BO4",
  "method": "ωB97M-V/def2-TZVPD",
  "total_charge": 1,
  "homo_ev": -9.843,
  "relative_energy_kcal_mol": 0.0,
  "homo_lumo_gap_ev": 4.3,
  "max_force_ev_per_a": 2.05,
  "elements": ["C", "O", "C", "C", "C", "C", "C", "C", "C", "C", "H", "H", "H", "H", "H", "H", "H", "H", "H", "H", "H", "C", "C", "C", "C", "C", "B", "O", "C", "C", "C", "C", "C", "C", "O", "O", "H", "H", "H", "H", "H", "H", "H", "H", "H", "H", "H", "H", "H", "H", "H", "H", "H"],
  "coordinates": [[3.64382, 0.43950, -1.00517], [2.26434, 0.67952, -0.64985], [1.36591, -0.26582, -0.67616], [-0.01843, 0.04180, -0.81965], [-0.92187, -1.04520, -0.92098], [-2.28626, -0.82050, -0.99374], [-2.79540, 0.48530, -1.00606], [-4.28112, 0.69440, -1.02494], [-1.90268, 1.56889, -0.98449], [-0.53120, 1.37407, -0.90352], [4.08682, 1.43505, -1.06214], [4.14057, -0.15794, -0.22485], [3.72626, -0.06764, -1.97663], [1.70399, -1.30990, -0.72110], [-0.49574, -2.04500, -0.96366], [-2.98240, -1.65940, -1.04324], [-4.51634, 1.76337, -1.02597], [-4.73549, 0.22994, -1.91076], [-4.74813, 0.23319, -0.14318], [-2.31748, 2.57858, -1.03324], [0.16054, 2.21016, -0.93405], [3.52026, 0.21918, 10.73481], [3.05584, -0.64642, 9.66370], [2.60749, -1.95614, 9.64734], [2.28969, -2.24294, 8.29337], [2.55112, -1.11107, 7.55011], [2.44471, -0.88516, 6.05500], [1.98296, -1.89418, 5.22562], [2.44680, -1.50478, 3.91487], [3.80806, -2.16862, 3.67524], [1.46335, -2.07167, 2.91655], [2.52783, 0.08272, 4.03830], [3.56185, 0.78363, 3.18245], [1.18302, 0.77310, 3.78769], [2.88095, 0.27363, 5.43188], [3.02810, -0.12461, 8.39748], [3.47966, -0.35379, 11.66167], [4.55330, 0.54736, 10.55894], [2.87970, 1.10590, 10.83037], [2.52240, -2.61540, 10.50013], [1.91003, -3.17715, 7.89581], [4.15921, -1.97595, 2.65542], [4.57203, -1.82500, 4.38575], [3.68901, -3.25444, 3.78492], [1.74866, -1.77973, 1.90023], [1.49342, -3.16694, 2.97269], [0.43856, -1.73886, 3.11625], [3.30273, 0.67073, 2.12206], [3.55916, 1.85755, 3.40765], [4.57172, 0.39444, 3.34824], [0.91957, 0.72507, 2.72399], [0.37167, 0.32452, 4.37690], [1.26964, 1.83401, 4.05951]]
}